The following is a quantum chemistry calculation of C4H7N3O in the gas phase, from OMol25.

The geometry in ORCA input format:
```
! wB97M-V def2-TZVPD RIJCOSX def2/J DEFGRID3
* xyz 0 1
N -0.48 0.75 2.42
C -0.53 0.38 1.02
C -1.65 0.33 0.16
C -1.26 -0.06 -1.09
N 0.06 -0.33 -1.05
N 0.92 -0.74 -2.06
C 0.53 -0.03 0.25
O 1.86 -0.14 0.54
H 0.36 1.27 2.64
H -0.49 -0.08 3.00
H -2.67 0.61 0.39
H -1.84 -0.18 -1.98
H 0.94 -0.03 -2.79
H 0.59 -1.62 -2.43
H 2.25 -0.37 -0.32
*
```

Total energy in eV: -10777.868
SMILES: Nc1ccn(N)c1O
ΔE to the lowest compared entry with this formula, charge and spin in kJ/mol: 181.3
Gap between HOMO and LUMO in eV: 8.20

Atom charges from the natural (NBO) analysis, given in e for atoms 1 to 5: -0.8284 -0.0202 -0.2811 -0.1138 -0.2259



The following is a quantum chemistry calculation of C4H7N3O in the gas phase, from OMol25.

The geometry in ORCA input format:
```
! wB97M-V def2-TZVPD RIJCOSX def2/J DEFGRID3
* xyz 0 1
C -2.16 -0.59 0.06
C -0.72 -0.24 0.08
C 0.41 -1.05 -0.34
N 0.37 -2.31 -0.29
N -0.22 0.88 0.50
C 1.33 0.85 0.47
N 1.79 1.72 -0.53
O 1.93 0.63 1.49
H -2.79 0.15 0.55
H -2.27 -1.58 0.52
H -2.48 -0.69 -0.98
H 1.30 -2.70 -0.48
H -0.74 1.66 0.90
H 1.45 1.49 -1.46
H 2.80 1.79 -0.49
*
```

Total energy in eV: -10776.438
SMILES: CC(=C=N)NC(N)=O
ΔE to the lowest compared entry with this formula, charge and spin in kJ/mol: 319.3
Gap between HOMO and LUMO in eV: 7.00

Atom charges from the natural (NBO) analysis, given in e for atoms 1 to 5: -0.6979 0.3685 -0.0804 -0.6443 -0.5279



The following is a quantum chemistry calculation of C4H7N3O in the gas phase, from OMol25.

The geometry in ORCA input format:
```
! wB97M-V def2-TZVPD RIJCOSX def2/J DEFGRID3
* xyz 0 1
H 0.00 -1.84 1.84
N 0.78 -1.95 1.19
C 0.73 -1.09 0.24
N 1.68 -1.09 -0.74
C -0.93 -0.63 -0.28
C -1.09 0.63 0.03
N -1.94 1.63 -0.35
C 0.32 0.99 0.58
O 0.93 1.92 0.03
H 2.50 -1.64 -0.52
H 1.85 -0.20 -1.19
H -1.28 -1.42 -0.93
H -1.47 2.53 -0.38
H -2.53 1.44 -1.15
H 0.46 0.71 1.63
*
```

Total energy in eV: -10775.978
SMILES: [H]/N=C(N)\C=C(\N)C=O
ΔE to the lowest compared entry with this formula, charge and spin in kJ/mol: 363.7
Gap between HOMO and LUMO in eV: 8.53

Atom charges from the natural (NBO) analysis, given in e for atoms 1 to 5: 0.3445 -0.6979 0.3774 -0.8216 -0.2702